A molecular structure, C5H24BFeN10O5 at a distorted geometry, computed with ωB97M-V/def2-TZVPD.

multiplicity	9
expectation value of S²	20.02
DFT total energy	-65764.7396	eV
charge	+1
HOMO energy (spin up / spin down)	-4.613 / -12.884	eV
relative energy (zero: lowest compared OMol25 entry of this formula, charge and spin)	50.0	kcal/mol
orbital gap (spin up / spin down)	2.495 / 5.847	eV

Geometry as XYZ:
```
46
Properties=species:S:1:pos:R:3:nbo_charge:R:1
Fe 0.104 0.469 -0.183 1.87
B 0.701 2.438 -0.994 -0.86
H 1.581 1.886 -0.512 0.06
H 0.998 3.493 -1.289 0.11
H 0.299 1.947 -1.944 0.07
H -0.153 2.531 -0.236 0.03
C -0.469 -1.251 -2.958 0.82
O -0.226 -0.455 -2.042 -0.74
N -1.486 -2.140 -2.956 -0.82
N 0.265 -1.351 -4.091 -0.82
H -2.084 -2.084 -2.143 0.42
H -1.625 -2.803 -3.693 0.41
H -0.316 -1.806 -4.771 0.39
H 0.882 -0.606 -4.371 0.41
C -2.837 1.865 0.023 0.78
O -1.936 1.034 -0.134 -0.75
N -4.156 1.549 -0.092 -0.81
N -2.609 3.080 0.557 -0.80
H -4.768 2.346 -0.128 0.39
H -4.303 0.777 -0.726 0.41
H -1.671 3.438 0.625 0.42
H -3.378 3.721 0.649 0.40
C 0.205 1.199 3.059 0.76
O 0.245 0.801 1.879 -0.77
N -0.692 0.810 3.984 -0.88
N 0.995 2.176 3.515 -0.80
H -1.473 0.216 3.731 0.35
H -0.507 1.056 4.941 0.39
H 1.655 2.587 2.873 0.41
H 0.807 2.608 4.400 0.40
C -0.595 -2.377 1.238 0.68
O -0.499 -1.382 0.494 -0.79
N -1.486 -2.511 2.222 -0.91
N 0.217 -3.443 1.142 -0.82
H -1.412 -3.262 2.893 0.38
H -2.148 -1.794 2.499 0.33
H -0.032 -4.280 1.646 0.39
H 0.966 -3.661 0.506 0.41
C 3.318 -0.696 -0.924 0.60
O 2.252 -0.239 -0.498 -0.71
N 4.489 -0.924 -0.276 -0.65
N 3.587 -0.984 -2.263 -0.43
H 5.257 -1.195 -0.926 0.32
H 4.584 -0.918 0.731 0.43
H 2.828 -0.888 -2.937 0.39
H 4.627 -0.981 -2.523 0.13
```